P.
The following is a DFT calculation (ωB97M-V/def2-TZVPD) of a cluster of 2 separate species, C5H13NO2 in total.

Computed properties:
Orbital gap = 10.633 eV
SMILES = CNC(O)O.C=CC
HOMO = -9.73 eV

The geometry in ORCA input format:
```
! RIJCOSX wB97M-V def2-TZVPD def2/J DEFGRID3
* xyz 0 1
C -1.33619 -2.15077 -0.22437
N -0.81894 -0.96044 0.44824
C -1.59793 0.32946 0.26976
O -1.22402 0.91937 1.44706
O -2.96416 0.08467 0.16617
H -0.65454 -2.98190 -0.04762
H -1.41988 -2.00434 -1.30885
H -2.32415 -2.38059 0.16792
H 0.14081 -0.78968 0.15618
H -1.29258 0.89259 -0.62252
H -0.79489 -0.10109 1.75242
H -3.27765 -0.15163 1.04999
C 2.11260 0.05682 -1.33364
C 1.70677 1.20688 -0.81155
C 1.95304 1.65355 0.59235
H 2.70198 -0.64870 -0.76155
H 1.90525 -0.21009 -2.36012
H 1.15189 1.90350 -1.43254
H 2.57048 0.93730 1.13470
H 2.45909 2.62116 0.59984
H 1.00304 1.77391 1.11812
*
```

Atom charges from the Löwdin analysis, given in e for atoms 1 to 6: number 1, C, carries -0.097; number 2, N, carries -0.080; number 3, C, carries -0.546; number 4, O, carries -0.085; number 5, O, carries 0.017; number 6, H, carries 0.080

***

Q.
The following is a DFT calculation (ωB97M-V/def2-TZVPD) of a cluster of 2 separate species, C5H13NO2 in total.

Computed properties:
Orbital gap = 10.268 eV
SMILES = CCC(=O)N(C)C.O
HOMO = -9.50 eV

The geometry in ORCA input format:
```
! RIJCOSX wB97M-V def2-TZVPD def2/J DEFGRID3
* xyz 0 1
C -1.09342 -0.16178 -1.94763
C -0.89668 0.67947 -0.67678
C 0.29905 0.17382 0.07875
O 1.42599 0.47754 -0.30386
N 0.12427 -0.61101 1.16155
C 1.28882 -1.03714 1.87729
C -1.10998 -1.30120 1.52415
H -0.15516 -0.57078 -2.30521
H -1.47432 0.42015 -2.78183
H -1.82895 -0.94547 -1.78456
H -0.74699 1.73917 -0.87825
H -1.79682 0.62898 -0.07660
H 2.06774 -0.28628 1.86808
H 1.72435 -1.96213 1.48706
H 1.04829 -1.21244 2.92365
H -1.51143 -0.90454 2.45317
H -0.92479 -2.37129 1.55020
H -1.87842 -1.11925 0.78794
O 1.55388 2.77003 -1.95111
H 2.12122 3.51475 -1.71043
H 1.76335 2.07940 -1.29557
*
```

Atom charges from the Löwdin analysis, given in e for atoms 1 to 6: number 1, C, carries -0.069; number 2, C, carries -0.153; number 3, C, carries -0.471; number 4, O, carries 0.027; number 5, N, carries -0.141; number 6, C, carries -0.059

***

Most stable: Q. Least stable: P.

***

P.
The following is a DFT calculation (ωB97M-V/def2-TZVPD) of a cluster of 2 separate species, C5H13NO2 in total.

Computed properties:
Orbital gap = 10.387 eV
SMILES = C=CC[C@H](N)CO.O
HOMO = -9.61 eV

The geometry in ORCA input format:
```
! RIJCOSX wB97M-V def2-TZVPD def2/J DEFGRID3
* xyz 0 1
C -1.99153 -1.88107 1.60860
C -1.18937 -1.23018 0.75450
C 0.09776 -0.60220 1.22317
C 0.45405 0.50171 0.23815
N 0.24995 0.05054 -1.18498
C 1.88154 1.02076 0.40944
O 1.83841 2.38559 -0.03435
H -2.89669 -2.33004 1.26810
H -1.74477 -2.02450 2.64447
H -1.46164 -1.14824 -0.27055
H 0.85876 -1.39354 1.30747
H -0.03152 -0.24619 2.24471
H -0.15307 1.42300 0.38193
H 0.80781 0.53475 -1.90119
H 0.52830 -0.91538 -1.24642
H 2.18296 1.01967 1.46945
H 2.64981 0.47363 -0.11061
H 2.41320 2.97631 0.45306
O -1.62615 0.72287 -3.41409
H -1.27969 -0.20396 -3.38982
H -1.58814 0.86646 -2.45103
*
```

Atom charges from the Löwdin analysis, given in e for atoms 1 to 6: number 1, C, carries 0.008; number 2, C, carries -0.176; number 3, C, carries -0.175; number 4, C, carries -0.359; number 5, N, carries 0.019; number 6, C, carries -0.226

***

Q.
The following is a DFT calculation (ωB97M-V/def2-TZVPD) of a cluster of 2 separate species, C5H13NO2 in total.

Computed properties:
Orbital gap = 9.557 eV
SMILES = CN[C@H](C)CC=O.O
HOMO = -8.94 eV

The geometry in ORCA input format:
```
! RIJCOSX wB97M-V def2-TZVPD def2/J DEFGRID3
* xyz 0 1
C -1.87928 -1.14719 0.29151
N -0.46233 -0.78033 0.01450
C -0.41047 0.71375 0.27391
C -0.44909 1.42289 -1.11557
C 0.84226 0.90408 1.27651
C 0.62582 1.96398 2.26613
O 0.39983 1.73902 3.37753
H -2.20990 -0.97011 1.35620
H -1.77276 -2.20860 0.10491
H -2.59986 -0.28998 -0.16199
H -0.23209 -1.07129 -0.88346
H -1.32831 1.04356 0.90734
H -0.58168 2.52880 -0.93586
H 0.59301 1.56593 -1.63541
H -1.30729 0.99948 -1.74118
H 0.98400 -0.02390 1.85298
H 1.89759 1.06332 0.78001
H 0.55223 2.88841 1.75003
O 2.78531 -3.20356 -2.65602
H 2.11550 -3.49135 -3.19688
H 2.43750 -3.64691 -1.92521
*
```

Atom charges from the Löwdin analysis, given in e for atoms 1 to 6: number 1, C, carries -0.145; number 2, N, carries -0.113; number 3, C, carries -0.368; number 4, C, carries -0.086; number 5, C, carries -0.127; number 6, C, carries -0.368

***

R.
The following is a DFT calculation (ωB97M-V/def2-TZVPD) of a cluster of 2 separate species, C5H13NO2 in total.

Computed properties:
Orbital gap = 10.016 eV
SMILES = CCC(=O)O.CCN
HOMO = -9.48 eV

The geometry in ORCA input format:
```
! RIJCOSX wB97M-V def2-TZVPD def2/J DEFGRID3
* xyz 0 1
C -0.40296 1.67802 -2.25112
C -1.25580 0.92782 -1.22109
C -1.99160 -0.24244 -1.77037
O -2.42400 -0.38338 -2.87539
O -2.20558 -1.29792 -0.89455
H -0.82369 2.67711 -2.42216
H -0.55107 1.25625 -3.24461
H 0.62106 1.87099 -1.95407
H -0.65605 0.62082 -0.36530
H -2.05987 1.61148 -0.94918
H -1.86411 -1.07742 0.00695
C 1.90102 -1.63801 1.41960
C 1.63465 -0.17664 1.79089
N 0.33560 -0.04437 2.49349
H 1.82341 -1.96636 0.39121
H 1.38747 -2.34271 2.07206
H 2.98723 -1.77045 1.55751
H 2.31913 0.13041 2.58479
H 1.70904 0.43298 0.89259
H -0.14566 -0.92317 2.52857
H -0.33825 0.65697 2.21017
*
```

Atom charges from the Löwdin analysis, given in e for atoms 1 to 6: number 1, C, carries -0.076; number 2, C, carries -0.155; number 3, C, carries -0.521; number 4, O, carries 0.122; number 5, O, carries 0.069; number 6, H, carries 0.075

***

S.
The following is a DFT calculation (ωB97M-V/def2-TZVPD) of a cluster of 2 separate species, C5H13NO2 in total.

Computed properties:
Orbital gap = 10.316 eV
SMILES = CNC(=O)C(C)C.O
HOMO = -9.55 eV

The geometry in ORCA input format:
```
! RIJCOSX wB97M-V def2-TZVPD def2/J DEFGRID3
* xyz 0 1
C 1.40652 -1.00281 -1.46784
N 0.47219 -1.55783 -0.47656
C -0.76658 -0.88214 -0.09828
O -1.71971 -1.62603 0.06604
C -0.72675 0.58804 0.09016
C -1.43686 1.37593 -0.97140
C -1.32042 0.72804 1.51889
H 2.27674 -1.71706 -1.82555
H 1.98814 -0.12619 -1.19717
H 0.89933 -0.72296 -2.39483
H 0.30629 -2.53715 -0.54359
H 0.43632 0.86120 0.15568
H -2.35451 0.96970 -1.20183
H -1.74280 2.44607 -0.60939
H -0.82047 1.58566 -1.82089
H -1.04654 1.76343 1.84088
H -1.13035 -0.06410 2.19860
H -2.41540 0.67468 1.37381
O 2.92263 -0.18763 1.56261
H 2.72227 -0.08801 2.49932
H 2.04997 -0.48085 1.30133
*
```

Atom charges from the Löwdin analysis, given in e for atoms 1 to 6: number 1, C, carries -0.120; number 2, N, carries 0.003; number 3, C, carries -0.457; number 4, O, carries 0.068; number 5, C, carries -0.369; number 6, C, carries -0.056

***

Most stable: R. Least stable: Q.

***

P.
The following is a DFT calculation (ωB97M-V/def2-TZVPD) of a structure of composition C5H13NO2.

Computed properties:
Orbital gap = 5.676 eV
HOMO = -8.06 eV

The geometry in ORCA input format:
```
! RIJCOSX wB97M-V def2-TZVPD def2/J DEFGRID3
* xyz 0 1
C -0.51895 0.71263 -2.00381
C 0.01913 -0.14958 -0.87071
C -0.84285 -0.09035 0.40922
C 0.03541 0.42771 1.50621
C 0.02685 1.88844 1.51961
O -0.56925 2.61497 0.56659
N 0.21780 -1.57340 -1.15081
H -1.52189 0.54869 -2.24654
H -0.26331 1.77695 -1.79227
H 0.06657 0.31611 -2.87781
H 0.95284 0.17138 -0.50763
H -1.28609 -1.19393 0.51369
H -1.64712 0.65317 0.32472
H 1.00662 1.31140 1.08592
H 0.08860 -0.15075 2.42240
H 0.23200 2.32141 2.57980
H -0.29143 -1.97724 -1.88500
H -1.63958 -1.94720 0.72194
H 2.61726 -2.31164 0.91882
H 1.37134 -1.81181 -0.02870
O 1.94605 -1.53696 0.79437
*
```

Atom charges from the Löwdin analysis, given in e for atoms 1 to 6: number 1, C, carries -0.038; number 2, C, carries -0.449; number 3, C, carries -0.127; number 4, C, carries -0.060; number 5, C, carries -0.341; number 6, O, carries -0.118

***

Q.
The following is a DFT calculation (ωB97M-V/def2-TZVPD) of a cluster of 2 separate species, C5H13NO2 in total.

Computed properties:
Orbital gap = 10.381 eV
SMILES = NC(=O)CO.CCC
HOMO = -9.66 eV

The geometry in ORCA input format:
```
! RIJCOSX wB97M-V def2-TZVPD def2/J DEFGRID3
* xyz 0 1
N -1.35369 1.33742 1.21802
C -1.67073 1.09930 -0.08979
O -2.00796 1.98716 -0.84772
C -2.30824 -0.37175 -0.29748
O -2.20775 -1.20869 0.81978
H -1.07168 2.27844 1.44089
H -0.89602 0.58222 1.70498
H -1.80188 -0.85368 -1.13808
H -3.33486 -0.22006 -0.64568
H -2.79482 -0.86950 1.50737
C 1.11777 -0.96533 -1.24020
C 1.46429 -0.48619 0.16205
C 2.69551 0.40135 0.19540
H 0.90356 -0.10110 -1.86953
H 1.93091 -1.54945 -1.66842
H 0.21946 -1.58062 -1.19330
H 1.60207 -1.33817 0.83204
H 0.45791 0.01145 0.51597
H 2.51949 1.31920 -0.36361
H 2.99382 0.64155 1.21452
H 3.54284 -0.11355 -0.25722
*
```

Atom charges from the Löwdin analysis, given in e for atoms 1 to 6: number 1, N, carries 0.139; number 2, C, carries -0.501; number 3, O, carries 0.045; number 4, C, carries -0.173; number 5, O, carries -0.064; number 6, H, carries 0.114

***

Most stable: Q. Least stable: P.